Entry 1:
A cluster of 10 separate species, C16H39N7O23 in total in a non-equilibrium geometry. Source: the Open Molecules 2025 dataset; level of theory: the ωB97M-V functional and the def2-TZVPD basis.

XYZ file:
```
85
Properties=species:S:1:pos:R:3:forces:R:3
C -4.346 3.492 5.612 -0.93 -1.56 0.68
O -5.099 4.709 5.842 1.27 1.41 0.59
C -4.697 5.591 6.807 1.65 -0.46 2.47
O -3.670 5.463 7.548 -4.23 0.91 -3.10
O -5.705 6.569 6.901 1.37 -2.18 -0.62
C -5.660 7.603 7.866 1.24 1.14 0.31
H -4.821 2.750 6.254 -0.01 -0.05 0.26
H -3.284 3.350 5.810 0.05 1.38 0.11
H -4.554 3.086 4.622 -0.09 0.87 -0.23
H -6.644 8.028 8.066 -0.23 -0.82 -0.10
H -5.108 8.458 7.478 0.21 -0.02 -0.38
H -5.125 7.370 8.787 -0.30 -0.61 0.00
C 10.374 -6.302 -2.949 -0.40 -1.14 0.01
O 9.279 -5.700 -3.725 -1.01 0.58 0.84
C 7.944 -5.852 -3.309 1.54 -2.85 3.12
O 7.603 -6.455 -2.268 1.09 1.97 -2.75
O 7.122 -5.393 -4.221 0.11 0.75 -0.54
C 5.738 -5.381 -3.925 -2.23 -0.20 0.43
H 11.321 -6.296 -3.489 -0.68 -0.07 -1.18
H 10.069 -7.324 -2.725 0.19 -0.01 -0.06
H 10.789 -5.901 -2.024 -1.44 1.01 0.42
H 5.159 -4.659 -4.502 1.03 0.54 -0.34
H 5.435 -5.201 -2.894 0.92 0.13 0.22
H 5.172 -6.280 -4.170 0.89 -0.70 -0.15
C -6.115 -3.530 -6.506 1.06 0.14 1.18
O -7.024 -3.465 -7.542 -3.78 2.72 -1.16
C -8.215 -2.675 -7.335 -0.06 -0.11 -1.44
O -8.691 -2.205 -6.321 1.50 -1.33 -1.72
O -8.795 -2.520 -8.621 3.32 -1.20 1.69
C -10.130 -2.173 -8.680 -1.56 -0.10 0.57
H -5.698 -2.594 -6.133 -0.93 0.63 0.13
H -5.186 -3.909 -6.932 -0.37 -1.07 0.10
H -6.599 -4.088 -5.704 0.79 -0.20 0.27
H -10.277 -1.128 -8.406 -0.26 -0.13 0.25
H -10.666 -2.893 -8.062 -0.43 0.53 0.46
H -10.561 -2.344 -9.667 0.71 0.13 -0.30
C 0.020 0.412 -0.226 -1.87 -0.24 -1.11
N 1.434 0.480 0.145 0.16 0.08 1.68
O 2.291 -0.058 -0.484 0.52 -1.08 -1.99
O 1.694 1.065 1.172 -0.65 0.81 0.73
H -0.637 0.099 0.586 0.64 0.37 0.46
H -0.229 -0.290 -1.022 0.92 -0.11 -0.11
H -0.312 1.380 -0.601 0.29 0.15 0.35
C 4.745 3.346 7.964 1.33 -0.24 -0.18
N 4.837 3.310 9.478 -2.06 0.39 -1.02
O 3.939 2.692 10.020 0.43 -0.13 0.34
O 5.695 3.949 10.025 0.51 -0.01 0.06
H 4.602 4.344 7.550 -0.20 0.10 0.67
H 4.003 2.650 7.573 0.14 0.08 0.49
H 5.762 3.070 7.684 -0.14 -0.21 -0.36
C 0.429 8.717 3.590 1.35 -0.75 0.23
N 0.923 7.866 2.430 -0.81 -0.59 -2.71
O 1.903 8.137 1.732 -0.43 0.76 2.01
O 0.189 6.947 2.086 -0.06 0.27 1.19
H -0.660 8.741 3.630 0.27 0.26 -0.66
H 0.998 9.646 3.565 -0.50 0.01 -0.09
H 0.722 8.157 4.478 0.17 0.02 0.02
C -7.901 -4.146 -0.682 -1.91 0.11 0.12
N -7.249 -2.871 -0.340 2.71 1.32 -0.93
O -6.310 -2.538 -1.091 -1.35 -0.52 1.06
O -7.610 -2.199 0.612 -0.17 -1.00 -0.67
H -7.384 -5.058 -0.382 0.33 0.54 0.25
H -8.107 -4.180 -1.752 0.41 0.20 0.07
H -8.860 -4.025 -0.179 0.00 -0.65 0.08
C 8.765 -0.621 0.685 0.72 0.49 0.62
N 8.663 0.527 1.674 -1.50 0.53 0.73
O 8.877 1.636 1.233 0.27 -0.24 -0.25
O 8.361 0.323 2.848 0.43 -0.58 -1.19
H 8.026 -1.413 0.809 -0.02 0.43 0.41
H 9.757 -0.963 0.982 0.01 -0.52 -0.60
H 8.748 -0.184 -0.313 0.10 -0.10 0.27
C -0.761 2.658 -9.209 1.84 1.27 -0.81
N -1.436 2.269 -7.960 -0.67 -0.98 -2.78
O -0.897 1.589 -7.155 1.71 -0.63 1.72
O -2.612 2.471 -8.011 -2.21 0.88 0.75
H -1.384 3.342 -9.784 -0.06 -0.20 0.38
H -0.457 1.832 -9.852 -0.53 -0.49 0.53
H 0.185 3.142 -8.969 -0.08 0.13 0.21
C 3.183 -5.789 3.487 -1.04 -0.13 -0.11
N 1.850 -5.099 3.367 -2.23 0.66 -3.73
O 1.257 -4.998 2.205 2.61 -0.61 3.74
O 1.347 -4.691 4.377 0.13 0.00 0.16
H 3.923 -5.314 2.843 -0.20 0.08 0.24
H 2.977 -6.801 3.136 0.25 0.02 0.04
H 3.362 -5.763 4.562 0.46 -0.02 -0.35
```
Positions in Å, forces in eV/Å.

Values from the calculation:
multiplicity: 1
E_tot: -2746.015750 Ha
orbital gap: 10.76 eV
E_HOMO: -10.76 eV
total charge: 0
energy above the lowest of the compared OMol25 structures with the same formula, charge and spin: 128.27 kcal/mol



Entry 2:
A cluster of 2 separate species, C3H5BrOS in total in a non-equilibrium geometry. Source: the Open Molecules 2025 dataset; level of theory: the ωB97M-V functional and the def2-TZVPD basis.

XYZ file:
```
11
Properties=species:S:1:pos:R:3:forces:R:3
C 0.681 -1.326 -1.151 -1.12 -2.24 -0.48
C -0.017 1.524 0.584 5.62 3.07 0.69
C -1.115 0.775 0.415 -4.98 -3.71 0.01
O -1.028 0.801 3.048 -0.21 0.24 1.56
S -0.225 0.339 1.932 -0.28 0.89 -2.03
Br 0.800 3.011 -0.086 -0.29 -0.32 0.38
H 0.400 -0.411 -1.635 -0.23 0.34 -0.34
H 0.102 -2.257 -1.564 0.85 1.94 0.85
H 1.711 -1.530 -1.298 1.03 -0.06 -0.44
H 0.576 -1.243 -0.082 -0.41 -0.09 0.28
H -1.886 0.317 -0.163 0.02 -0.06 -0.49
```
Positions in Å, forces in eV/Å.

Values from the calculation:
expectation value of S²: 2.013
multiplicity: 3
E_tot: -3164.468951 Ha
orbital gap (alpha / beta): 6.72 / 6.33 eV
E_HOMO (alpha / beta): -6.46 / -9.87 eV
total charge: 0
energy above the lowest of the compared OMol25 structures with the same formula, charge and spin: 76.48 kcal/mol



Entry 3:
An isolated molecule of C24H32N2O2S. Source: the Open Molecules 2025 dataset; level of theory: the ωB97M-V functional and the def2-TZVPD basis.

XYZ file:
```
61
Properties=species:S:1:pos:R:3:forces:R:3
C 3.917 -0.990 4.074 -0.29 -0.05 0.06
H 4.106 -0.519 5.035 0.10 0.08 0.12
H 4.630 -1.799 3.937 0.09 -0.07 -0.01
H 4.079 -0.259 3.286 0.04 0.08 -0.08
C 2.486 -1.529 4.023 0.30 0.20 -0.01
N 2.187 -2.176 2.765 0.08 -0.14 0.21
C 1.606 -1.492 1.728 -0.04 0.21 -0.23
C 1.067 -2.152 0.614 0.11 -0.14 0.00
C 0.434 -1.456 -0.393 0.09 0.35 0.05
C 0.292 -0.076 -0.344 0.33 -0.15 -0.08
C 0.885 0.592 0.721 0.07 -0.17 -0.29
C 1.529 -0.091 1.729 0.16 0.01 0.04
H 1.967 0.483 2.528 0.06 0.03 0.13
H 0.814 1.669 0.784 0.00 0.14 0.02
C -0.421 0.689 -1.431 0.26 -0.21 0.04
N -1.415 1.597 -0.867 0.14 0.22 -0.23
C -2.113 1.372 0.279 -0.18 0.11 0.15
O -2.822 2.228 0.783 -0.03 0.03 0.17
C -2.076 0.014 0.873 -0.50 -0.35 0.58
C -2.545 -1.133 0.300 0.02 0.40 0.05
C -2.585 -2.221 1.196 -0.06 -0.12 0.12
C -2.170 -1.879 2.443 0.05 0.36 0.13
S -1.743 -0.219 2.551 -0.32 -0.31 -0.44
H -2.093 -2.500 3.313 0.02 -0.18 0.17
H -2.910 -3.208 0.921 -0.05 -0.18 0.00
H -2.849 -1.198 -0.730 -0.03 0.04 -0.23
C -1.912 2.667 -1.713 -0.18 0.43 -0.03
C -0.803 3.445 -2.395 0.06 -0.38 -0.21
H -1.239 4.192 -3.061 0.02 0.03 -0.02
H -0.212 3.970 -1.639 0.03 0.03 0.03
C 0.131 2.523 -3.189 -0.56 0.07 0.47
C -0.559 1.889 -4.401 0.42 0.15 0.02
C 0.393 0.949 -5.134 -0.20 -0.13 0.05
C 0.891 -0.144 -4.196 0.18 0.17 -0.07
C 1.579 0.477 -2.984 -0.06 -0.08 0.09
H 1.931 -0.301 -2.305 0.09 0.06 -0.02
C 0.670 1.451 -2.224 0.06 0.07 -0.36
H 1.288 1.974 -1.482 -0.11 0.03 0.01
H 2.448 1.038 -3.336 0.03 -0.04 0.05
H 0.054 -0.770 -3.881 -0.05 -0.11 -0.03
H 1.601 -0.787 -4.720 -0.04 -0.08 0.02
H -0.118 0.508 -5.993 0.04 0.03 -0.06
H 1.241 1.529 -5.500 0.02 -0.02 -0.10
H -1.441 1.337 -4.077 -0.10 0.00 0.00
H -0.877 2.690 -5.070 -0.13 0.06 0.04
O 1.207 3.286 -3.714 0.23 0.10 -0.19
H 1.666 3.720 -2.986 -0.03 -0.01 0.02
H -2.585 2.239 -2.469 -0.01 0.07 0.05
H -2.500 3.327 -1.072 0.05 -0.14 -0.20
H -0.924 -0.016 -2.107 0.10 -0.02 0.05
H 0.013 -2.006 -1.223 -0.10 -0.07 -0.08
H 1.116 -3.224 0.528 0.00 -0.14 0.06
C 2.340 -3.612 2.739 -0.25 -0.17 -0.02
C 1.072 -4.349 3.179 0.25 0.09 -0.11
H 1.228 -5.424 3.135 -0.04 -0.16 0.02
H 0.812 -4.078 4.200 -0.04 0.01 0.12
H 0.236 -4.086 2.536 -0.11 0.01 -0.06
H 2.630 -3.929 1.735 0.07 -0.01 0.08
H 3.163 -3.873 3.410 0.01 0.02 -0.11
H 1.771 -0.722 4.202 -0.01 -0.09 0.05
H 2.352 -2.262 4.824 -0.08 0.05 -0.03
```
Positions in Å, forces in eV/Å.

Values from the calculation:
multiplicity: 1
E_tot: -1591.929081 Ha
orbital gap: 7.96 eV
E_HOMO: -7.29 eV
total charge: 0
energy above the lowest of the compared OMol25 structures with the same formula, charge and spin: 1.13 kcal/mol



Entry 4:
The ion C9H10N3O2 with charge -1 in a non-equilibrium geometry. Source: the Open Molecules 2025 dataset; level of theory: the ωB97M-V functional and the def2-TZVPD basis.

XYZ file:
```
24
Properties=species:S:1:pos:R:3:forces:R:3
C 1.632 -2.739 0.170 -0.02 -0.11 0.26
C 1.727 -2.154 -1.106 0.02 0.08 -0.18
C 0.884 -1.888 0.946 0.07 -0.31 0.30
C 1.033 -0.970 -1.057 0.11 0.03 -0.44
C -2.229 0.597 -1.115 0.30 0.73 -0.22
C -3.806 -0.915 0.164 1.19 0.27 -0.64
C -2.355 -0.534 -0.301 0.74 -0.22 1.62
C -0.254 0.255 0.649 -2.35 0.20 -0.38
C -0.025 2.661 0.464 0.08 0.04 0.01
N -1.294 1.502 -1.101 -0.10 0.28 -0.38
N 0.529 -0.810 0.196 0.44 -0.41 -0.27
N -0.318 1.383 -0.152 0.18 -0.35 0.40
O -4.121 -0.773 1.336 -0.20 0.12 0.97
O -4.419 -1.337 -0.824 -0.68 -0.33 -0.61
H 2.056 -3.676 0.481 0.03 -0.11 0.10
H 2.245 -2.553 -1.958 0.02 0.00 -0.14
H 0.572 -1.969 1.970 -0.08 0.00 0.12
H 0.865 -0.231 -1.815 -0.08 0.15 -0.07
H -3.082 0.904 -1.713 0.00 -0.14 -0.14
H -1.716 -1.397 -0.381 0.22 -0.02 -0.17
H -0.198 0.412 1.722 0.18 0.04 -0.07
H -0.791 2.947 1.196 -0.03 -0.02 -0.04
H 0.943 2.613 0.966 -0.03 0.02 -0.05
H 0.005 3.410 -0.325 -0.01 0.04 0.05
```
Positions in Å, forces in eV/Å.

Values from the calculation:
multiplicity: 1
E_tot: -663.635586 Ha
orbital gap (alpha / beta): 7.20 / 7.19 eV
E_HOMO (alpha / beta): -3.80 / -3.80 eV
total charge: -1
energy above the lowest of the compared OMol25 structures with the same formula, charge and spin: 15.83 kcal/mol